78
Properties=species:S:1:pos:R:3 method="wB97M-V/def2-TZVPD" e_homo_ev=-8.7366 total_charge=+1 homo_lumo_gap_ev=6.257 e_above_lowest_kcal_mol=20.23 total_energy_ev=-72125.8178
Ba -0.16 0.56 -1.67
C 3.84 -1.14 -1.99
C 3.97 0.33 -1.75
N 2.98 1.18 -1.70
C 3.42 2.47 -1.48
C 4.77 2.59 -1.36
S 5.51 1.06 -1.52
C 2.45 3.58 -1.42
C 2.76 4.90 -1.36
S 1.34 5.83 -1.29
C 0.39 4.41 -1.35
N 1.10 3.31 -1.42
C -1.10 4.45 -1.33
H 2.79 -1.43 -2.07
H 4.29 -1.71 -1.18
H 4.35 -1.42 -2.92
H 5.35 3.47 -1.17
H 3.73 5.36 -1.36
H -1.47 5.47 -1.24
H -1.49 3.87 -0.48
H -1.51 4.03 -2.25
C -3.80 0.33 -3.77
Si -3.06 -0.25 -2.12
C -4.37 0.24 -0.82
C -3.10 -2.16 -2.12
C -2.57 -2.84 -1.02
C -2.54 -4.23 -0.95
C -3.05 -4.98 -2.00
C -3.58 -4.33 -3.10
C -3.61 -2.94 -3.16
H -4.81 -0.06 -3.93
H -3.19 0.03 -4.63
H -3.88 1.42 -3.79
H -5.38 0.06 -1.19
H -4.30 1.29 -0.54
H -4.26 -0.36 0.09
H -2.17 -2.26 -0.18
H -2.14 -4.73 -0.07
H -3.03 -6.06 -1.96
H -4.00 -4.91 -3.92
H -4.05 -2.46 -4.03
C 1.48 2.98 2.71
C 0.34 1.98 2.97
C 0.17 1.70 4.47
P 0.52 0.59 1.79
C 2.20 -0.15 2.05
C 2.70 -0.39 3.47
C 2.29 -1.43 1.21
C -0.71 -0.72 2.27
C -0.50 -1.55 3.53
C -2.10 -0.07 2.25
H 1.27 3.93 3.19
H 1.62 3.16 1.64
H 2.42 2.61 3.12
H -0.59 2.46 2.63
H 1.02 1.16 4.89
H -0.74 1.14 4.68
H 0.09 2.65 5.00
H 2.86 0.59 1.58
H 2.00 -0.96 4.07
H 2.91 0.55 3.99
H 3.64 -0.95 3.44
H 1.71 -2.24 1.66
H 3.32 -1.77 1.14
H 1.92 -1.28 0.19
H -0.66 -1.40 1.41
H -0.32 -0.95 4.41
H 0.33 -2.26 3.43
H -1.40 -2.14 3.72
H -2.28 0.50 3.16
H -2.87 -0.84 2.18
H -2.24 0.60 1.40
N 1.00 -3.28 -1.41
N 0.31 -2.72 -2.54
H 1.11 -4.28 -1.52
H 0.40 -3.14 -0.60
H -0.58 -3.18 -2.70
H 0.90 -2.87 -3.35

102
Properties=species:S:1:pos:R:3 method="wB97M-V/def2-TZVPD" e_homo_ev=-10.0669 total_charge=0 homo_lumo_gap_ev=9.944 total_energy_ev=-1937312.5162
C 1.69 -2.11 2.86
C 2.71 -0.97 2.70
C 2.84 -0.09 3.95
C 3.80 1.11 3.80
C 3.23 2.52 4.12
C 3.10 3.51 2.93
C 1.68 3.71 2.39
C 0.98 2.40 2.08
O -0.04 2.62 1.09
P -0.43 1.46 0.06
O -0.12 0.11 0.55
O -1.93 1.81 -0.28
C -2.89 1.58 0.77
C -4.27 1.97 0.29
C -5.35 1.52 1.28
C -5.62 0.02 1.18
C -6.65 2.32 1.07
O 0.27 1.86 -1.31
C 1.43 1.13 -1.78
O 2.42 2.01 -2.12
C 3.33 2.30 -1.06
C 4.39 1.23 -0.90
H 0.93 -2.06 2.09
H 2.16 -3.10 2.82
H 1.17 -2.04 3.83
H 3.71 -1.40 2.50
H 2.46 -0.37 1.83
H 1.85 0.24 4.28
H 3.21 -0.74 4.75
H 4.21 1.11 2.78
H 4.67 0.93 4.44
H 3.88 2.99 4.87
H 2.26 2.41 4.62
H 3.76 3.18 2.12
H 3.48 4.49 3.24
H 1.71 4.30 1.46
H 1.08 4.29 3.11
H 1.70 1.66 1.71
H 0.51 1.97 2.97
H -2.84 0.52 1.05
H -2.61 2.19 1.63
H -4.30 3.06 0.17
H -4.45 1.51 -0.69
H -4.97 1.72 2.29
H -4.74 -0.59 1.42
H -5.95 -0.25 0.17
H -6.42 -0.28 1.87
H -7.53 1.73 1.31
H -6.73 2.66 0.03
H -6.67 3.22 1.71
H 1.12 0.58 -2.66
H 1.73 0.44 -0.98
H 2.78 2.44 -0.12
H 3.77 3.27 -1.30
H 4.87 1.03 -1.87
H 3.97 0.30 -0.52
H 5.15 1.56 -0.18
C -3.64 2.07 5.76
Br -4.23 0.74 7.02
Br -2.40 1.33 4.48
Br -5.12 2.93 4.91
H -3.11 2.82 6.32
C -1.18 -2.11 -3.60
Br -2.53 -2.92 -4.70
Br 0.38 -1.67 -4.64
Br -1.84 -0.57 -2.68
H -0.88 -2.84 -2.86
C 0.02 -4.77 -6.64
Br -0.57 -5.96 -5.25
Br 1.67 -5.39 -7.41
Br -1.33 -4.53 -7.98
H 0.21 -3.81 -6.19
C 3.66 -8.45 -6.20
Br 2.27 -9.76 -6.39
Br 4.38 -8.43 -4.42
Br 5.03 -8.68 -7.53
H 3.20 -7.49 -6.37
C -3.28 6.21 1.57
Br -1.79 5.21 0.88
Br -4.90 5.76 0.63
Br -3.49 5.94 3.46
H -3.09 7.26 1.41
C -0.54 -11.40 -8.95
Br -1.85 -12.40 -9.93
Br 0.66 -10.45 -10.12
Br -1.37 -10.21 -7.69
H 0.05 -12.10 -8.39
C 1.90 -0.33 -8.35
Br 0.62 -1.76 -8.50
Br 3.02 -0.57 -6.80
Br 2.95 -0.14 -9.95
H 1.34 0.59 -8.21
C -7.01 5.41 7.71
Br -5.57 4.38 8.48
Br -6.34 6.91 6.71
Br -8.18 4.32 6.65
H -7.59 5.80 8.53
C 7.46 -1.24 3.10
Br 6.75 -1.01 1.33
Br 7.46 0.42 4.07
Br 6.51 -2.61 4.06
H 8.49 -1.56 2.99

96
Properties=species:S:1:pos:R:3 method="wB97M-V/def2-TZVPD" e_homo_ev=-5.1120 total_charge=-1 homo_lumo_gap_ev=7.153 total_energy_ev=-123703.2473
C 3.15 4.01 1.61
P 3.20 2.10 1.36
O 3.16 1.68 3.05
P 1.39 1.43 0.25
C 1.01 -0.02 1.42
C 0.90 -1.47 0.69
C 2.33 -2.09 0.31
Cl 2.94 -2.91 1.86
C 1.92 2.71 -1.15
F 1.65 2.21 -2.48
F 3.36 2.69 -1.18
F 1.39 3.99 -0.99
S -0.53 1.13 -0.81
O -1.06 2.42 -1.45
O -0.45 0.15 -1.95
C -1.99 0.77 0.37
F -2.08 -0.58 0.75
F -1.87 1.67 1.47
C -3.41 1.14 -0.29
F -3.47 0.79 -1.66
F -3.69 2.52 -0.22
C -4.67 0.43 0.40
F -5.81 1.02 -0.23
F -4.79 -0.94 0.07
C -4.87 0.72 1.95
F -5.04 2.08 2.25
F -6.10 0.11 2.30
F -3.92 0.16 2.79
H 3.72 4.31 2.55
H 3.74 4.44 0.73
H 2.09 4.42 1.56
H 2.44 2.20 3.46
H 0.68 2.41 1.02
H 2.09 0.48 -0.57
H 1.86 -0.28 2.16
H 0.11 0.18 2.10
H 0.51 -2.15 1.53
H 0.12 -1.53 -0.12
H 3.11 -1.30 0.06
H 2.22 -2.91 -0.46
O -1.61 3.16 -8.19
C -1.50 2.82 -7.03
O -0.31 2.93 -6.41
C -0.12 2.74 -5.00
C 0.08 1.28 -4.66
C -2.65 2.20 -6.30
H -0.94 3.19 -4.43
H 0.78 3.30 -4.74
H -0.80 0.68 -4.92
H 0.28 1.16 -3.60
H 0.92 0.87 -5.23
H -2.68 1.13 -6.52
H -3.58 2.66 -6.64
H -2.62 2.34 -5.22
O -6.93 0.08 -6.86
C -6.82 -0.26 -5.71
O -5.64 -0.15 -5.08
C -5.46 -0.32 -3.67
C -5.25 -1.78 -3.32
C -7.98 -0.88 -4.97
H -6.27 0.13 -3.10
H -4.56 0.23 -3.40
H -6.13 -2.38 -3.59
H -5.06 -1.91 -2.26
H -4.41 -2.19 -3.89
H -8.01 -1.95 -5.19
H -8.90 -0.42 -5.33
H -7.95 -0.72 -3.90
O 6.44 -3.39 1.90
C 6.78 -2.24 2.03
O 5.95 -1.24 1.67
C 6.18 0.14 1.97
C 7.07 0.78 0.92
C 8.15 -1.89 2.53
H 6.57 0.26 2.98
H 5.21 0.64 1.95
H 8.06 0.31 0.89
H 7.20 1.85 1.13
H 6.64 0.66 -0.07
H 8.85 -1.91 1.69
H 8.45 -2.64 3.26
H 8.21 -0.93 3.03
O 0.09 -2.34 3.79
C 0.20 -2.67 4.95
O 1.39 -2.58 5.57
C 1.58 -2.77 6.97
C 1.77 -4.23 7.31
C -0.96 -3.29 5.68
H 0.77 -2.30 7.55
H 2.49 -2.22 7.23
H 0.89 -4.82 7.05
H 1.97 -4.36 8.37
H 2.60 -4.65 6.74
H -1.00 -4.36 5.46
H -1.88 -2.81 5.33
H -0.93 -3.14 6.76

74
Properties=species:S:1:pos:R:3 method="wB97M-V/def2-TZVPD" e_homo_ev="-10.5720 / -10.5853" total_charge=+1 homo_lumo_gap_ev="6.015 / 7.955" e_above_lowest_kcal_mol=0.00 total_energy_ev=-68632.6124 spin_multiplicity=7
Eu -0.18 0.27 0.32
C -0.92 -2.10 1.34
C 0.39 -2.40 0.84
C 0.62 -0.85 2.54
C -0.78 -1.14 2.39
C 1.33 -1.62 1.57
C -2.19 -2.54 0.72
H -2.05 -2.86 -0.32
H -2.94 -1.73 0.72
H -2.64 -3.39 1.26
C -1.89 -0.37 2.99
H -2.86 -0.66 2.58
H -1.80 0.73 2.82
H -1.92 -0.50 4.09
C 1.20 0.23 3.37
H 1.35 -0.09 4.41
H 0.57 1.14 3.41
H 2.18 0.57 2.99
C 2.77 -1.49 1.26
H 3.40 -2.10 1.93
H 3.12 -0.45 1.35
H 2.99 -1.82 0.23
C 0.71 -3.26 -0.33
H 0.99 -4.28 -0.03
H 1.56 -2.86 -0.89
H -0.15 -3.36 -1.00
C -1.78 1.48 -6.64
C -1.86 0.15 -6.70
C -1.06 -0.80 -7.54
C 0.32 -0.29 -7.99
C 1.22 0.17 -6.88
C 1.28 1.40 -6.34
C 0.51 2.61 -6.76
C -0.86 2.35 -7.43
H -1.63 -1.07 -8.44
H 0.20 0.47 -8.77
H -0.94 -1.74 -6.98
H -0.70 1.96 -8.45
H -2.53 2.05 -6.06
H -2.69 -0.35 -6.17
H -1.35 3.33 -7.56
H 0.36 3.25 -5.88
H 2.06 1.62 -5.61
H 1.10 3.22 -7.47
H 0.82 -1.14 -8.49
H 1.97 -0.58 -6.60
P -1.36 0.25 -2.32
C -2.85 1.30 -2.42
C -1.60 -1.02 -3.59
P 1.54 0.88 -1.92
C 0.05 1.28 -3.01
C 2.52 -0.13 -3.06
C 2.54 2.38 -1.76
H -2.79 2.09 -1.66
H -3.71 0.64 -2.18
H -2.99 1.74 -3.43
H -1.69 -0.55 -4.60
H -2.51 -1.57 -3.36
H -0.76 -1.73 -3.61
H 2.71 2.86 -2.74
H 3.51 2.07 -1.32
H 2.07 3.08 -1.06
H -0.18 2.36 -2.93
H 0.28 1.00 -4.06
H 3.50 -0.27 -2.59
H 2.63 0.37 -4.03
H 2.06 -1.11 -3.19
C 0.17 4.67 2.11
O 0.50 3.62 1.17
C -0.49 2.89 0.64
O -1.60 3.36 0.41
H -0.09 5.57 1.58
H 1.07 4.83 2.69
H -0.64 4.34 2.76

81
Properties=species:S:1:pos:R:3 method="wB97M-V/def2-TZVPD" e_homo_ev="-9.9183 / -9.7084" total_charge=+1 homo_lumo_gap_ev="5.434 / 5.223" e_above_lowest_kcal_mol=0.00 total_energy_ev=-119486.9309 spin_multiplicity=2
W 0.45 -1.10 -0.57
C 0.70 -5.54 -1.17
C 1.39 -4.28 -0.70
C 2.78 -4.13 -1.30
C 1.40 -4.19 0.82
O 0.54 -3.13 -1.20
Ge -0.47 -3.17 -2.75
O -1.12 -1.65 -1.90
C -2.48 -1.07 -2.22
C -3.35 -2.25 -2.61
C -2.32 -0.07 -3.34
C -2.99 -0.45 -0.93
O 0.08 0.62 -0.93
C 0.55 1.99 -1.33
C 1.72 2.32 -0.43
C 0.95 1.96 -2.79
C -0.64 2.90 -1.06
H 1.20 -6.41 -0.74
H 0.74 -5.65 -2.26
H -0.34 -5.55 -0.83
H 3.35 -5.04 -1.11
H 3.32 -3.31 -0.84
H 2.73 -3.97 -2.37
H 1.96 -5.04 1.21
H 0.38 -4.24 1.19
H 1.88 -3.29 1.17
H -3.02 -2.72 -3.54
H -4.37 -1.90 -2.80
H -3.39 -2.99 -1.81
H -1.91 -0.54 -4.23
H -1.67 0.74 -3.03
H -3.30 0.35 -3.59
H -3.02 -1.19 -0.13
H -4.01 -0.09 -1.10
H -2.38 0.39 -0.62
H 2.57 1.66 -0.62
H 1.43 2.26 0.61
H 2.05 3.33 -0.64
H 1.82 1.33 -2.95
H 1.19 2.98 -3.10
H 0.14 1.61 -3.42
H -0.94 2.80 -0.02
H -1.47 2.65 -1.71
H -0.34 3.93 -1.24
O 4.32 -0.81 0.42
C 3.32 -0.83 -0.19
O 2.08 -0.93 0.41
C 3.16 -0.83 -1.74
O 4.08 -0.63 -2.48
O 1.91 -1.07 -2.06
C 1.70 7.38 1.83
C 1.17 6.01 2.12
C 2.01 4.97 2.50
C 1.53 3.70 2.79
C 2.48 2.61 3.23
C 0.17 3.46 2.67
Te -0.56 1.51 2.98
C -0.72 4.48 2.31
C -2.20 4.25 2.26
C -0.19 5.74 2.04
H 2.79 7.39 1.83
H 1.35 8.10 2.58
H 1.36 7.74 0.86
H 3.08 5.16 2.59
H 3.51 2.95 3.21
H 2.41 1.72 2.60
H 2.25 2.29 4.25
H -2.45 3.39 1.64
H -2.73 5.12 1.87
H -2.60 4.04 3.26
H -0.87 6.54 1.76
C -1.90 -3.89 2.57
S -2.49 -4.06 0.88
C -3.36 -5.63 1.07
O -0.43 -1.39 0.83
H -1.21 -4.70 2.83
H -2.74 -3.91 3.26
H -1.38 -2.93 2.65
H -4.15 -5.53 1.81
H -2.67 -6.42 1.36
H -3.81 -5.88 0.11